No. 1
Entry from the Open Molecules 2025 dataset: a structure of composition C21H64N4O9 (the ωB97M-V functional and the def2-TZVPD basis).

Geometry as XYZ:
```
98
Properties=species:S:1:pos:R:3
C -4.177 1.788 -0.191
C -3.391 0.861 -1.103
C -1.857 1.149 -1.059
O -1.534 2.403 -1.628
C -0.281 3.028 -1.325
N -3.772 -0.488 -0.731
H -5.215 1.457 -0.217
H -4.203 2.812 -0.564
H -3.894 2.041 0.831
H -3.848 1.047 -2.075
H -1.272 0.337 -1.491
H -1.394 1.320 -0.087
H -0.183 3.969 -1.865
H 0.587 2.451 -1.642
H -0.102 3.225 -0.268
H -4.688 -0.715 -1.091
H -3.135 -1.128 -1.184
C -3.761 -0.431 1.498
C -2.343 -0.171 1.969
C -1.623 -1.166 2.913
O -2.115 -1.317 4.218
C -2.252 -0.137 5.051
N -1.593 0.007 0.758
H -4.202 0.410 0.962
H -4.436 -0.512 2.351
H -3.843 -1.295 0.840
H -2.573 0.776 2.458
H -0.546 -1.007 2.965
H -1.632 -2.154 2.451
H -1.264 0.291 5.216
H -2.636 -0.480 6.012
H -2.958 0.568 4.612
H -2.142 0.479 0.053
H -1.302 -0.891 0.398
C 2.169 1.004 1.056
C 0.674 0.786 0.607
C 0.545 -0.801 0.263
O 1.208 -0.986 -1.034
C 0.430 -0.545 -2.183
N -0.181 1.360 1.624
H 2.256 0.402 1.961
H 2.590 1.988 1.263
H 2.909 0.537 0.407
H 0.460 1.376 -0.284
H -0.463 -1.216 0.247
H 0.946 -1.411 1.073
H -0.541 -1.010 -2.355
H 1.065 -0.629 -3.065
H 0.175 0.513 -2.120
H -0.992 0.775 1.485
H 0.139 1.075 2.538
C 4.457 -1.278 -3.566
C 3.045 -0.726 -3.750
C 2.867 0.678 -3.275
O 1.679 1.335 -3.614
C 1.591 2.693 -3.147
N 2.918 -0.737 -5.203
H 5.259 -0.807 -4.133
H 4.564 -2.297 -3.940
H 4.683 -1.334 -2.501
H 2.216 -1.327 -3.378
H 3.822 1.130 -3.545
H 2.942 0.762 -2.191
H 0.836 3.311 -3.633
H 2.482 3.312 -3.250
H 1.474 2.687 -2.063
H 2.320 0.036 -5.459
H 3.792 -0.469 -5.633
C 0.438 1.051 3.784
O 1.139 -0.114 3.369
H -0.543 1.104 3.311
H 0.244 0.918 4.849
H 0.895 2.010 3.540
H 1.933 -0.342 3.857
C -1.481 -2.288 -2.107
O -2.215 -1.452 -1.225
H -1.810 -3.318 -1.971
H -1.684 -2.004 -3.140
H -0.401 -2.259 -1.963
H -2.352 -1.944 -0.412
C 2.723 -2.382 -1.034
O 3.489 -3.544 -0.739
H 1.780 -2.530 -0.507
H 3.222 -1.441 -0.800
H 2.487 -2.232 -2.087
H 4.411 -3.288 -0.824
C 1.885 -3.427 1.613
O 2.139 -4.698 2.221
H 2.823 -2.962 1.310
H 1.246 -3.422 0.730
H 1.359 -2.660 2.182
H 2.567 -5.293 1.601
C -1.068 3.056 3.010
O -0.030 3.235 2.084
H -1.764 3.893 2.958
H -1.632 2.199 2.643
H -0.564 2.977 3.973
H 0.004 2.446 1.538
```

## Properties
Multiplicity ... 1
ΔE to the lowest compared entry with this formula, charge and spin ... 34.127 eV
HOMO ... -7.04 eV
E_LUMO ... 0.009 Ha
HOMO-LUMO gap ... 7.3 eV
Max |F| ... 16.71 eV/Å
DFT total energy ... -47165.2413 eV

No. 2
Entry from the Open Molecules 2025 dataset: a cluster of 6 separate species, C12H24Br12 in total (the ωB97M-V functional and the def2-TZVPD basis).

Geometry as XYZ:
```
48
Properties=species:S:1:pos:R:3
Br -2.773 0.503 -1.045
C -4.558 1.072 -0.553
C -4.468 2.404 0.149
Br -6.264 2.987 0.627
H -5.030 0.288 0.029
H -5.103 1.167 -1.488
H -4.048 3.154 -0.513
H -3.909 2.359 1.076
Br 4.403 4.271 1.687
C 3.533 3.048 2.900
C 4.215 3.104 4.249
Br 3.189 2.004 5.482
H 3.613 2.051 2.482
H 2.495 3.354 2.993
H 4.225 4.111 4.647
H 5.194 2.642 4.217
Br -0.626 -2.806 -0.975
C 0.272 -1.185 -0.437
C 1.151 -1.488 0.741
Br 2.001 0.170 1.279
H -0.457 -0.425 -0.172
H 0.845 -0.861 -1.302
H 1.902 -2.245 0.550
H 0.544 -1.767 1.598
Br -1.181 -5.573 -4.332
C -0.211 -5.947 -2.689
C -1.134 -6.467 -1.614
Br -1.652 -8.319 -1.965
H 0.187 -4.983 -2.385
H 0.567 -6.660 -2.935
H -2.061 -5.907 -1.589
H -0.616 -6.518 -0.662
Br 1.629 3.123 -7.323
C 1.323 2.619 -5.458
C 0.321 1.508 -5.428
Br 0.075 0.924 -3.602
H 0.941 3.508 -4.970
H 2.291 2.332 -5.065
H 0.616 0.646 -6.018
H -0.646 1.834 -5.802
Br -1.089 -0.110 6.023
C 0.276 0.251 4.637
C -0.139 1.349 3.721
Br -1.620 0.830 2.585
H 0.388 -0.701 4.131
H 1.156 0.504 5.217
H 0.677 1.601 3.046
H -0.443 2.245 4.254
```

## Properties
Multiplicity ... 1
ΔE to the lowest compared entry with this formula, charge and spin ... 0.321 eV
HOMO ... -10.05 eV
E_LUMO ... 0.009 Ha
Structure (SMILES) ... BrCCBr.BrCCBr.BrCCBr.BrCCBr.BrCCBr.BrCCBr
HOMO-LUMO gap ... 10.3 eV
Max |F| ... 1.12 eV/Å
DFT total energy ... -853344.0361 eV

No. 3
Entry from the Open Molecules 2025 dataset: a structure of composition C5H11NO4 (the ωB97M-V functional and the def2-TZVPD basis).

Geometry as XYZ:
```
21
Properties=species:S:1:pos:R:3
C -0.093 -1.675 -1.148
C 0.237 -1.149 0.194
C 0.894 1.847 0.325
C -0.618 1.384 0.043
C -0.867 0.000 0.666
H 1.320 -2.312 -2.757
H -0.211 -0.871 -1.932
H -1.138 -2.111 -1.252
H 0.058 -2.079 0.891
H 2.664 0.843 -0.101
H 1.091 2.714 -0.298
H 1.152 1.986 1.341
H -0.661 1.329 -0.941
H -1.194 3.262 0.329
H -0.577 -0.038 1.830
H -2.895 -0.316 1.369
N 1.623 0.794 -0.234
O 1.000 -2.689 -1.556
O 1.480 -0.446 0.542
O -1.372 2.419 0.772
O -2.144 -0.585 0.577
```

## Properties
Multiplicity ... 1
ΔE to the lowest compared entry with this formula, charge and spin ... 7.619 eV
HOMO ... -9.26 eV
E_LUMO ... 0.019 Ha
HOMO-LUMO gap ... 9.8 eV
Max |F| ... 7.35 eV/Å
DFT total energy ... -15036.9820 eV

No. 4
Entry from the Open Molecules 2025 dataset: the molecule C2H5ClFN3 (the ωB97M-V functional and the def2-TZVPD basis).

Geometry as XYZ:
```
12
Properties=species:S:1:pos:R:3
H 1.333 1.691 -0.249
N 1.244 0.812 0.228
C 0.136 0.266 -0.049
N -0.141 -1.005 0.375
N 0.872 -1.717 1.090
C -1.093 0.868 -0.764
F -1.770 -0.043 -1.455
Cl -0.619 2.175 -1.854
H -0.988 -1.546 0.087
H 1.019 -1.259 2.009
H 1.756 -1.549 0.598
H -1.749 1.308 -0.015
```

## Properties
Multiplicity ... 1
ΔE to the lowest compared entry with this formula, charge and spin ... 0.000 eV
HOMO ... -9.51 eV
E_LUMO ... 0.030 Ha
Structure (SMILES) ... [H]/N=C(/NN)[C@H](F)Cl
HOMO-LUMO gap ... 10.3 eV
Max |F| ... 1.91 eV/Å
DFT total energy ... -21864.3073 eV

No. 5
Entry from the Open Molecules 2025 dataset: a structure of composition C8H21KO7S2 (the ωB97M-V functional and the def2-TZVPD basis).

Geometry as XYZ:
```
39
Properties=species:S:1:pos:R:3
K -0.880 2.456 0.910
C -1.249 1.230 -3.237
C 0.033 1.988 -2.920
O -0.087 2.814 -1.817
H -1.393 0.386 -2.550
H -1.158 0.749 -4.225
H -2.136 1.860 -3.236
H 0.161 2.637 -3.815
H 0.894 1.300 -2.822
O -3.183 0.598 1.307
S -3.019 -0.530 0.406
O -1.806 -0.795 -0.347
O -3.362 -1.889 1.215
C -2.433 -2.405 2.186
C -1.314 -3.215 1.528
C -4.425 -0.680 -0.764
H -3.057 -3.075 2.782
H -2.052 -1.680 2.906
H -0.508 -2.515 1.321
H -1.751 -3.691 0.654
H -0.969 -3.985 2.216
H -4.283 -1.707 -1.092
H -4.209 -0.060 -1.628
H -5.295 -0.515 -0.141
O 2.350 -1.201 2.543
S 2.138 -0.257 1.486
O 1.110 0.761 1.583
O 3.531 0.450 1.109
C 3.573 1.865 0.847
C 5.004 2.334 0.888
C 1.919 -1.189 -0.058
H 2.931 2.508 1.455
H 3.097 1.981 -0.137
H 5.475 2.256 1.863
H 5.139 3.325 0.449
H 5.604 1.773 0.161
H 1.997 -0.429 -0.839
H 0.893 -1.538 -0.157
H 2.720 -1.916 -0.031
```

## Properties
Multiplicity ... 1
ΔE to the lowest compared entry with this formula, charge and spin ... 0.580 eV
HOMO ... -5.95 eV
E_LUMO ... -0.005 Ha
HOMO-LUMO gap ... 5.8 eV
Max |F| ... 2.16 eV/Å
DFT total energy ... -60962.4682 eV

No. 6
Entry from the Open Molecules 2025 dataset: a structure of composition C19H13BrCdN2O4 (the ωB97M-V functional and the def2-TZVPD basis).

Geometry as XYZ:
```
40
Properties=species:S:1:pos:R:3
Cd 0.796 0.004 -0.331
O -1.604 2.077 3.148
C -0.693 1.620 2.192
O -0.366 0.425 2.238
C -0.258 2.593 1.263
C -0.706 3.942 1.290
C -0.215 4.832 0.379
C 0.732 4.400 -0.579
C 1.106 3.069 -0.581
N 0.646 2.183 0.304
C 2.061 2.543 -1.681
O 2.785 3.383 -2.232
O 1.975 1.310 -1.932
H -1.785 1.278 3.658
H -1.429 4.236 2.038
H -0.551 5.864 0.392
H 1.171 5.057 -1.314
Br -1.797 2.302 -2.204
C -2.604 0.893 -1.222
C -3.964 0.667 -1.346
C -4.507 -0.362 -0.588
C -3.674 -1.107 0.240
C -2.329 -0.796 0.282
N -1.806 0.203 -0.436
H -4.564 1.275 -2.007
H -5.566 -0.581 -0.651
H -4.058 -1.925 0.835
H -1.619 -1.345 0.886
C 0.712 -2.084 -0.627
C 1.724 -2.989 -0.359
C 1.467 -4.259 0.279
C 2.442 -5.210 0.465
C 3.755 -5.021 0.022
C 4.046 -3.798 -0.602
C 3.099 -2.818 -0.769
H 0.451 -4.457 0.609
H 2.174 -6.143 0.960
H 4.516 -5.780 0.163
H 5.059 -3.603 -0.947
H 3.376 -1.877 -1.234
```

## Properties
Multiplicity ... 1
ΔE to the lowest compared entry with this formula, charge and spin ... 0.412 eV
HOMO (alpha / beta) ... 0.96 / 0.65 eV
E_LUMO (alpha / beta) ... 0.162 / 0.162 Ha
Net charge ... -2
HOMO-LUMO gap (alpha / beta) ... 3.5 / 3.7 eV
Max |F| ... 0.54 eV/Å
DFT total energy ... -105688.6416 eV